[1]
This record from OMol25 describes a molecular structure, C60H34I4LuN6Se at a distorted geometry. The level of theory is the ωB97M-V functional and the def2-TZVPD basis.

Each line ends with the Löwdin charge.
Atoms and positions in Å:
Lu: -25.0859 -10.2473 7.4969  1.6426
I: -28.2962 -6.4793 15.9999  0.8275
C: -27.7925 -7.5574 14.2925  -0.7561
C: -27.5865 -8.9527 14.3436  -0.1419
C: -27.1474 -9.6385 13.1986  -0.0216
C: -26.9544 -8.9502 11.9827  -0.1384
C: -27.0148 -7.5364 12.0284  -0.0507
C: -27.5460 -6.8396 13.1259  -0.1501
C: -26.3068 -9.6192 10.6932  -0.1876
C: -24.8939 -9.0134 10.4155  -0.2353
C: -24.1297 -8.0908 11.2171  -0.0362
C: -22.9814 -7.7867 10.5043  -0.0312
C: -22.9548 -8.6786 9.3721  -0.2381
C: -21.7823 -8.8870 8.5855  -0.0570
C: -20.4429 -8.4683 9.0254  -0.1518
C: -19.5280 -7.7940 8.1934  -0.0476
C: -18.2569 -7.4901 8.6810  -0.1330
C: -17.9065 -7.7291 10.0254  -0.7183
I: -15.9689 -7.3767 10.7677  0.8028
C: -18.7698 -8.5237 10.7667  -0.1907
C: -20.0325 -8.8348 10.3595  -0.0169
C: -21.8578 -9.3875 7.2306  -0.2264
N: -23.0002 -9.5303 6.4562  -0.0059
C: -22.6254 -9.6364 5.1340  -0.2488
C: -23.4981 -9.4223 4.0650  -0.0794
C: -22.8279 -9.0947 2.7436  -0.1959
C: -23.2306 -7.9680 2.0440  -0.0346
C: -22.8782 -7.8299 0.6835  -0.1142
C: -21.8202 -8.6235 0.1931  -0.7731
I: -21.2441 -8.7374 -1.7904  0.8440
C: -21.2867 -9.5865 0.9997  -0.1962
C: -21.8252 -9.8828 2.2547  -0.0598
C: -24.9104 -9.3268 4.2428  -0.1992
C: -25.8734 -9.1128 3.1830  -0.0642
C: -27.0969 -8.8625 3.6749  -0.0305
C: -26.9141 -8.7091 5.1074  -0.2689
N: -25.6512 -9.1270 5.4558  -0.0179
C: -27.9174 -8.2249 6.0052  -0.0656
C: -27.8621 -8.3924 7.4313  -0.1839
C: -28.9211 -8.1715 8.3751  -0.0445
C: -28.5358 -8.6865 9.6139  -0.0550
C: -27.1661 -9.0873 9.5061  -0.2696
N: -26.7360 -8.8905 8.2229  -0.0423
C: -29.1204 -7.5777 5.3714  -0.1766
C: -29.0452 -6.4598 4.5093  -0.0344
C: -30.1571 -5.6961 4.1981  -0.1310
C: -31.4171 -6.1866 4.6398  -0.7508
I: -33.1764 -5.1328 4.3319  0.8282
C: -31.5603 -7.3914 5.3590  -0.1687
C: -30.3928 -8.0773 5.6477  -0.0635
C: -21.1782 -9.7044 5.0674  -0.0086
C: -20.6778 -9.5647 6.3766  -0.0107
N: -24.1667 -9.3781 9.3240  -0.0403
H: -27.8294 -9.5244 15.2432  0.0920
H: -27.1498 -10.7512 13.2030  0.1199
H: -26.7194 -7.0265 11.1163  0.1272
H: -27.9104 -5.8201 13.0504  0.0899
H: -24.4846 -7.5378 12.0912  0.0981
H: -22.2389 -7.0571 10.7221  0.0956
H: -19.7476 -7.5335 7.1912  0.1005
H: -17.5921 -6.9382 8.0206  0.0949
H: -18.4926 -8.8859 11.7484  0.0895
H: -20.6142 -9.4904 11.0310  0.1351
H: -23.9061 -7.2371 2.5730  0.1447
H: -23.3178 -7.1124 -0.0165  0.0945
H: -20.3968 -10.1790 0.7587  0.0958
H: -21.4272 -10.7949 2.7214  0.1267
H: -25.5516 -8.9877 2.1676  0.0938
H: -27.9572 -8.5388 3.0396  0.1241
H: -29.8447 -7.7224 8.0819  0.0835
H: -29.1640 -8.5775 10.4937  0.1049
H: -28.0825 -6.0300 4.2979  0.1166
H: -30.0381 -4.6796 3.8790  0.0895
H: -32.5822 -7.7335 5.6938  0.1022
H: -30.4077 -9.0089 6.2890  0.1237
H: -20.5791 -9.8207 4.1708  0.0789
H: -19.6121 -9.4858 6.6181  0.1015
C: -24.9642 -13.0137 11.8301  -0.0470
C: -25.7722 -13.8930 11.0791  -0.1733
C: -26.6839 -13.4708 10.1791  -0.0541
C: -26.9574 -12.0618 9.9255  -0.0823
C: -26.2642 -11.1936 10.7905  -0.1125
C: -25.2837 -11.6668 11.6907  -0.0454
C: -27.6430 -11.8261 8.5932  -0.2194
C: -29.0619 -11.8169 8.5422  0.0051
C: -29.6919 -11.7890 7.2910  0.0026
C: -28.9180 -11.9064 6.0949  -0.1251
C: -29.4346 -12.0238 4.7235  -0.0192
C: -28.5870 -12.4980 3.7487  -0.1070
C: -27.1875 -12.5302 3.8334  -0.0574
C: -26.6554 -12.2934 5.0899  -0.0133
C: -27.4742 -12.0467 6.2544  -0.1925
N: -26.8854 -11.8073 7.4661  0.0338
H: -24.1411 -13.3125 12.4351  0.0984
H: -25.5987 -14.9377 11.1945  0.0667
H: -27.1199 -14.1799 9.4789  0.1181
H: -24.6766 -10.9208 12.2746  0.1404
H: -29.6370 -11.9445 9.4822  0.1323
H: -30.7786 -11.8227 7.2236  0.1137
H: -30.5150 -11.9846 4.5093  0.1123
H: -29.0583 -12.8035 2.8201  0.0990
H: -26.5458 -12.7328 2.9975  0.1068
H: -25.5830 -12.2275 5.2159  0.0981
Se: -23.6584 -15.0874 8.9091  0.4109
C: -23.8413 -13.3416 8.2554  -0.8030
N: -24.0481 -12.2312 7.8607  -0.0912

Output
HOMO (alpha / beta) (eV): -3.81 / -3.76
LUMO level (alpha / beta) (eV): 1.1 / 1.1
Net charge: -1
Orbital gap (alpha / beta) (eV): 4.90 / 4.82



[2]
This record from OMol25 describes a molecular structure, C60H41Cl6N5O2SiW at a distorted geometry. The level of theory is the ωB97M-V functional and the def2-TZVPD basis.

Each line ends with the Mulliken spin population.
Atoms and positions in Å:
W: -0.2019 -0.3082 -0.2587  0.6290
Cl: 2.2792 -8.1616 2.3156  -0.0030
C: 1.4918 -6.6273 2.2365  -0.0268
C: 1.6173 -5.7323 3.2863  0.0151
C: 0.9925 -4.5050 3.2210  -0.0317
C: 0.2169 -4.1342 2.1150  -0.0402
C: 0.1205 -5.0626 1.0633  -0.0139
C: 0.7446 -6.2895 1.1165  0.0179
C: -0.3780 -2.8226 1.9215  -0.0068
C: -1.5018 -2.6923 1.0771  0.1109
C: -2.5857 -3.6132 0.9726  -0.1217
C: -3.6724 -2.9001 0.5521  0.1267
C: -3.2418 -1.5620 0.3311  -0.0759
C: -4.0418 -0.4608 -0.0425  0.1660
C: -5.3707 -0.2839 0.5037  -0.0428
C: -5.8364 -1.1157 1.5403  0.0919
C: -7.0492 -0.9081 2.1583  -0.0547
C: -7.8376 0.1691 1.7803  0.0964
Cl: -9.3550 0.4395 2.5594  0.0099
C: -7.3807 1.0544 0.8153  -0.0554
C: -6.1697 0.8322 0.1949  0.1058
C: -3.4283 0.4997 -0.9105  0.1357
N: -2.1011 0.8401 -0.8418  -0.0070
C: -1.9019 1.7451 -1.8730  0.1051
C: -0.7790 2.5954 -1.9677  0.0328
C: -0.7888 3.5703 -3.0871  0.0107
C: -0.4779 3.1726 -4.3846  0.0009
C: -0.5869 4.0524 -5.4471  0.0013
C: -1.0433 5.3411 -5.2167  -0.0003
Cl: -1.2300 6.4338 -6.5448  0.0000
C: -1.3666 5.7581 -3.9338  0.0012
C: -1.2291 4.8747 -2.8784  -0.0050
C: 0.1155 2.6893 -0.9027  0.0922
C: 0.9607 3.7935 -0.5897  -0.0602
C: 1.3735 3.6341 0.6986  0.0440
C: 0.8456 2.3906 1.1681  -0.0037
N: 0.0991 1.7941 0.1626  0.0704
C: 0.9843 1.8599 2.4489  0.0542
C: 0.6130 0.5347 2.7765  -0.0145
C: 0.8239 -0.0874 4.0234  0.1368
C: 0.5332 -1.4239 3.8680  -0.0708
C: 0.1243 -1.6175 2.5340  0.1638
N: 0.1363 -0.4015 1.8622  -0.0343
C: 1.5623 2.7120 3.5248  0.0205
C: 0.7253 3.2724 4.4861  0.0156
C: 1.2312 4.0705 5.4974  0.0000
C: 2.5969 4.2994 5.5680  0.0016
Cl: 3.2417 5.2787 6.8405  0.0002
C: 3.4486 3.7493 4.6266  -0.0012
C: 2.9264 2.9791 3.6030  0.0125
C: -3.0851 1.8898 -2.6319  0.0097
C: -4.0464 1.1249 -2.0200  0.0822
N: -1.8863 -1.4666 0.5576  0.0685
H: 2.1997 -6.0037 4.1546  0.0005
H: 1.1092 -3.8361 4.0520  -0.0018
H: -0.4278 -4.7969 0.1731  -0.0015
H: 0.6633 -6.9856 0.2962  0.0007
H: -2.5642 -4.6474 1.2481  -0.0056
H: -4.6552 -3.2764 0.3461  0.0023
H: -5.2190 -1.9196 1.9030  0.0114
H: -7.3722 -1.5626 2.9535  -0.0023
H: -7.9667 1.9269 0.5700  -0.0024
H: -5.8236 1.5572 -0.5207  0.0151
H: -0.1538 2.1628 -4.5766  0.0011
H: -0.3445 3.7308 -6.4504  0.0003
H: -1.7445 6.7569 -3.7716  0.0001
H: -1.4893 5.1912 -1.8805  0.0008
H: 1.1598 4.6104 -1.2554  0.0014
H: 1.9935 4.2949 1.2735  0.0067
H: 1.1513 0.4006 4.9196  -0.0023
H: 0.5344 -2.1553 4.6517  -0.0043
H: -0.3387 3.0985 4.4363  -0.0019
H: 0.5762 4.5113 6.2318  -0.0001
H: 4.5121 3.9231 4.6890  0.0004
H: 3.5924 2.5753 2.8619  -0.0006
H: -3.1879 2.5050 -3.5036  0.0009
H: -5.0460 0.9543 -2.3751  0.0035
Cl: 0.9300 -4.3040 -6.5022  0.0004
C: 0.4280 -3.3057 -5.1869  0.0042
C: -0.4753 -2.2749 -5.4429  0.0022
C: -0.8261 -1.4228 -4.4022  0.0062
Cl: -1.8970 -0.1056 -4.7068  0.0015
C: -0.3211 -1.5781 -3.1132  -0.0024
O: -0.5690 -0.7006 -2.1333  0.0173
C: 0.5118 -2.7184 -2.8459  0.0041
C: 0.8641 -2.9750 -1.5177  0.0196
O: 0.4463 -2.2461 -0.5155  0.0051
C: 0.9097 -3.5466 -3.9245  0.0033
H: -0.8834 -2.1312 -6.4277  0.0000
H: 1.4757 -3.8471 -1.2763  -0.0035
H: 1.5918 -4.3613 -3.7408  0.0003
C: 3.8277 2.0474 -1.4928  -0.0036
Si: 2.8986 0.3811 -1.7425  -0.0052
C: 4.2189 -0.9816 -2.0051  0.0025
C: 1.8132 0.6534 -3.2845  0.0105
N: 1.8827 -0.1259 -0.4289  0.1320
C: 2.6785 -0.5080 0.6811  0.0059
C: 2.7515 -1.8296 1.1351  -0.0008
C: 3.5634 -2.1747 2.1996  -0.0103
C: 4.3556 -1.2262 2.8197  0.0002
C: 4.3405 0.0736 2.3487  0.0045
C: 3.5085 0.4268 1.3066  -0.0016
H: 4.1028 2.4763 -2.4518  -0.0001
H: 4.7486 1.9072 -0.9352  -0.0004
H: 3.2252 2.7860 -0.9688  0.0031
H: 4.9276 -0.7276 -2.7852  -0.0002
H: 3.7629 -1.9340 -2.2605  -0.0009
H: 4.7796 -1.1346 -1.0866  0.0000
H: 2.1707 1.5124 -3.8391  -0.0010
H: 0.7793 0.8576 -3.0054  0.0146
H: 1.8396 -0.2017 -3.9514  0.0023
H: 2.1948 -2.6098 0.6446  0.0076
H: 3.5745 -3.2002 2.5405  0.0013
H: 4.9891 -1.4935 3.6491  -0.0003
H: 4.9970 0.8112 2.7845  0.0002
H: 3.4930 1.4474 0.9620  -0.0007

Output
HOMO (alpha / beta) (eV): -5.52 / -6.61
LUMO level (alpha / beta) (eV): -2.0 / -2.1
Relative energy (zero: lowest compared OMol25 entry of this formula, charge and spin) (kcal per mole): 49.1
Multiplicity: 3
Orbital gap (alpha / beta) (eV): 3.48 / 4.55